## w
Entry from the OMol25 dataset: a single C11H20N2O3 molecule (ωB97M-V/def2-TZVPD).

Last column: Löwdin charge in e.
Positions of all 36 atoms, in Å:
C 3.59 2.41 1.20  -0.10
C 2.49 2.24 0.05  -0.39
C 3.21 2.00 -1.29  -0.10
C 1.34 1.20 0.43  -0.10
C 0.17 1.05 -0.57  -0.21
N -0.79 0.06 -0.10  0.10
C -0.52 -1.17 0.42  -0.41
O 0.46 -1.80 0.01  0.03
C -1.70 -1.78 1.29  -0.18
C -2.18 -3.08 0.52  -0.12
C -3.31 -2.43 -0.45  -0.19
C -3.98 -1.58 0.57  -0.28
N -2.89 -0.85 1.21  -0.04
C 0.73 0.84 -2.08  -0.37
O 0.56 1.63 -2.95  0.12
O 1.64 -0.34 -2.14  0.02
H 4.07 3.37 0.86  0.07
H 4.36 1.53 1.23  0.11
H 3.12 2.66 2.23  0.08
H 2.09 3.27 -0.14  0.13
H 2.49 2.18 -2.19  0.09
H 4.18 2.56 -1.28  0.09
H 3.52 0.97 -1.45  0.07
H 1.69 0.19 0.41  0.09
H 0.81 1.54 1.40  0.15
H -0.30 2.02 -0.77  0.15
H -1.60 0.50 0.34  0.13
H -1.22 -1.90 2.31  0.16
H -2.61 -3.94 1.18  0.13
H -1.44 -3.54 -0.17  0.10
H -2.75 -2.04 -1.35  0.13
H -4.06 -3.26 -0.64  0.12
H -4.69 -1.03 -0.13  0.13
H -4.70 -2.23 1.19  0.14
H -3.19 -0.49 2.10  0.11
H 1.43 -0.73 -1.25  0.05

Computed properties:
E_HOMO, Ha: -0.351
Net charge: 0
Lowest unoccupied orbital energy, eV: 0.56
Structure (SMILES): CC(C)C[C@H](NC(=O)[C@@H]1CCCN1)C(=O)O
Kohn-Sham gap, hartree: 0.371
M, g mol⁻¹: 228.29

=====

## x
Entry from the OMol25 dataset: a single C11H20N2O3 molecule (ωB97M-V/def2-TZVPD).

Last column: Löwdin charge in e.
Positions of all 36 atoms, in Å:
C 0.57 1.58 -3.26  -0.05
C 0.58 0.48 -2.21  -0.25
C -0.77 -0.17 -1.79  -0.23
C -1.80 0.97 -1.27  -0.02
C -0.62 -1.54 -0.93  -0.23
N -1.63 -2.47 -1.48  0.07
C -0.85 -1.32 0.51  -0.43
O -1.79 -1.91 1.02  0.07
N -0.14 -0.43 1.30  -0.01
C -0.63 -0.05 2.60  -0.12
C 0.18 1.23 2.98  -0.14
C 1.27 1.43 1.86  -0.08
C 1.28 0.11 0.98  -0.07
C 2.26 -0.96 1.57  -0.44
O 3.37 -0.73 2.07  0.08
O 1.76 -2.18 1.55  0.12
H -0.14 1.33 -4.00  0.06
H 1.33 1.99 -3.67  0.00
H -0.07 2.38 -2.73  0.10
H 1.29 -0.33 -2.34  0.11
H 0.98 0.92 -1.30  0.07
H -1.11 -0.50 -2.80  0.13
H -2.48 0.54 -0.61  0.05
H -2.37 1.22 -2.14  0.06
H -1.29 1.88 -0.94  0.07
H 0.28 -1.99 -1.20  0.12
H -1.57 -3.42 -1.16  0.08
H -2.49 -2.32 -1.13  0.03
H -1.68 0.14 2.68  0.12
H -0.37 -0.76 3.31  0.09
H -0.48 2.11 2.94  0.10
H 0.57 1.11 3.98  0.10
H 2.09 1.90 2.35  0.10
H 0.68 2.30 1.45  0.12
H 1.30 0.20 -0.07  0.08
H 2.50 -2.74 1.90  0.16

Computed properties:
E_HOMO, Ha: -0.339
Net charge: 0
Lowest unoccupied orbital energy, eV: 0.61
Structure (SMILES): CC[C@H](C)[C@H](N)C(=O)N1CCC[C@H]1C(=O)O
Kohn-Sham gap, hartree: 0.361
M, g mol⁻¹: 228.29

=====

Pick the most stable structure from those above. Pick: w